[1]
C10H37N13O8 | ωB97M-V with the def2-TZVPD basis set

Calculated values
Spin multiplicity: 1
E_tot (a.u.): -1717.08268
Net charge: 0
E_HOMO (eV): -8.52
ΔE to the lowest compared entry with this formula, charge and spin (kJ/mol): 86.1
SMILES string: COC[C@H](C)N.NC(N)=O.NC(N)=O.NC(N)=O.NC(N)=O.NC(N)=O.NC(N)=O.O

Geometry (Å):
C  -2.507  3.621  -1.811
O  -2.021  4.674  -1.633
N  -3.355  3.316  -2.775
N  -2.223  2.618  -1.057
H  -3.589  4.159  -3.279
H  -3.832  2.456  -3.008
H  -1.668  2.766  -0.226
H  -2.833  1.814  -1.014
C  1.015  -2.429  4.808
O  0.121  -3.145  4.453
N  1.026  -1.138  4.515
N  1.919  -2.780  5.635
H  0.234  -0.967  3.912
H  1.825  -0.628  4.864
H  2.549  -2.122  6.071
H  1.841  -3.702  6.040
C  -2.348  -1.580  1.939
O  -1.690  -0.566  2.040
N  -3.531  -1.645  1.319
N  -1.858  -2.792  2.283
H  -4.042  -2.513  1.394
H  -4.027  -0.844  0.955
H  -2.470  -3.431  1.795
H  -0.945  -2.954  2.684
C  3.476  0.846  0.755
O  2.274  0.848  0.541
N  4.056  0.710  1.888
N  4.293  1.078  -0.195
H  3.438  0.439  2.640
H  5.014  0.984  2.056
H  3.794  1.164  -1.069
H  5.290  1.187  -0.079
C  1.910  -2.973  0.641
O  2.893  -3.052  1.346
N  0.968  -3.830  0.369
N  1.500  -1.821  0.138
H  1.156  -4.777  0.666
H  0.152  -3.543  -0.151
H  2.004  -0.996  0.430
H  0.915  -1.834  -0.685
C  -0.175  5.526  1.549
O  -0.313  6.640  1.002
N  -0.420  5.270  2.818
N  0.165  4.423  0.932
H  -0.532  4.286  3.015
H  -0.611  6.008  3.481
H  0.551  4.586  0.013
H  0.127  3.488  1.313
C  -0.863  -1.509  -6.041
C  -0.456  -0.971  -4.704
C  -0.466  -2.127  -3.663
O  -0.026  -1.649  -2.429
C  -0.974  -0.921  -1.704
N  0.841  -0.388  -4.767
H  -0.154  -2.274  -6.358
H  -1.006  -0.771  -6.830
H  -1.851  -1.968  -6.054
H  -1.107  -0.177  -4.338
H  0.101  -2.967  -4.063
H  -1.403  -2.671  -3.546
H  -1.738  -1.684  -1.559
H  -1.496  -0.134  -2.249
H  -0.628  -0.585  -0.727
H  0.852  0.569  -5.089
H  1.204  -0.598  -3.848
O  -0.216  1.702  1.565
H  0.550  1.320  1.138
H  -0.677  0.954  1.946

=====

[2]
C10H38B2O5Sr | ωB97M-V with the def2-TZVPD basis set

Calculated values
Spin multiplicity: 1
E_tot (a.u.): -860.35231
Net charge: 0
E_HOMO (eV): -9.63
ΔE to the lowest compared entry with this formula, charge and spin (kJ/mol): 15.9

Geometry (Å):
Sr  -15.037  -5.492  7.292
B  -13.381  -7.759  7.245
H  -13.232  -6.832  7.886
H  -14.494  -7.753  7.012
H  -12.748  -7.632  6.276
H  -13.081  -8.696  7.859
B  -17.082  -3.835  7.398
H  -16.150  -3.355  7.845
H  -17.949  -3.089  7.212
H  -16.773  -4.267  6.393
H  -17.439  -4.751  7.969
C  -13.273  -4.916  11.708
C  -12.993  -5.253  10.227
O  -14.076  -4.730  9.439
H  -14.280  -5.247  11.960
H  -13.171  -3.862  11.970
H  -12.600  -5.477  12.359
H  -12.886  -6.331  10.193
H  -12.092  -4.763  9.860
H  -14.233  -3.827  9.734
C  -11.522  -3.350  6.333
C  -12.770  -2.578  5.959
O  -13.938  -3.174  6.507
H  -10.594  -2.842  6.086
H  -11.582  -4.359  5.919
H  -11.531  -3.481  7.420
H  -12.858  -2.463  4.868
H  -12.661  -1.533  6.284
H  -14.548  -2.434  6.614
C  -17.604  -6.289  11.096
C  -17.551  -7.001  9.737
O  -16.186  -6.874  9.221
H  -16.768  -6.521  11.746
H  -18.554  -6.578  11.556
H  -17.686  -5.226  10.873
H  -18.274  -6.610  9.030
H  -17.657  -8.088  9.803
H  -15.669  -7.523  9.705
C  -15.222  -5.920  2.907
C  -14.002  -5.468  3.697
O  -14.057  -5.963  5.029
H  -15.238  -7.008  3.004
H  -15.177  -5.773  1.822
H  -16.207  -5.526  3.155
H  -13.783  -4.400  3.703
H  -13.113  -5.933  3.257
H  -13.636  -6.830  5.155
C  -17.913  -8.703  4.699
C  -17.349  -8.191  6.040
O  -16.891  -6.866  5.908
H  -18.696  -7.995  4.408
H  -18.368  -9.685  4.797
H  -17.164  -8.624  3.912
H  -16.557  -8.776  6.505
H  -18.175  -8.344  6.750
H  -17.618  -6.245  5.770

=====

[3]
C10H38F3O13S | ωB97M-V with the def2-TZVPD basis set

Calculated values
Spin multiplicity: 1
E_tot (a.u.): -2079.75595
Net charge: -1
E_HOMO (eV): -6.50
ΔE to the lowest compared entry with this formula, charge and spin (kJ/mol): 228.6

Geometry (Å):
C  20.979  20.845  -17.650
F  22.131  20.390  -17.139
F  21.139  22.027  -18.272
F  20.712  19.940  -18.513
S  19.572  20.948  -16.339
O  18.536  21.766  -16.919
O  19.108  19.547  -16.128
O  20.142  21.488  -15.133
O  17.659  17.352  -20.742
H  18.390  17.445  -20.130
H  17.735  18.110  -21.322
O  22.720  22.382  -12.519
H  23.072  21.761  -11.881
H  22.143  21.857  -13.073
O  14.472  21.259  -14.572
H  15.214  21.397  -15.161
H  14.350  22.104  -14.139
O  19.128  24.990  -12.965
H  19.408  24.137  -13.295
H  19.667  25.136  -12.188
O  17.682  23.119  -20.013
H  17.679  22.550  -19.243
H  17.849  23.994  -19.665
O  18.599  20.225  -22.807
H  18.234  20.780  -23.496
H  18.971  20.841  -22.175
O  17.489  17.005  -13.469
H  17.718  17.647  -14.140
H  16.840  16.440  -13.888
C  27.206  19.801  -17.871
C  28.720  19.936  -17.548
C  29.590  20.223  -18.758
O  28.983  21.023  -16.670
H  26.631  20.720  -17.756
H  26.690  19.173  -17.145
H  26.941  19.498  -18.884
H  28.940  19.001  -17.033
H  29.621  19.491  -19.566
H  30.616  20.343  -18.412
H  29.298  21.203  -19.136
H  29.926  21.191  -16.728
C  21.548  16.032  -16.009
C  20.519  15.100  -16.738
C  20.123  13.970  -15.755
O  19.312  15.707  -17.185
H  22.425  15.472  -15.685
H  21.203  16.690  -15.212
H  21.935  16.695  -16.783
H  21.082  14.607  -17.531
H  19.525  13.247  -16.310
H  19.547  14.415  -14.943
H  21.017  13.415  -15.470
H  19.225  16.536  -16.708
C  25.308  24.590  -17.548
C  26.405  24.961  -18.471
C  25.997  25.538  -19.804
O  27.139  25.871  -17.696
H  24.812  25.500  -17.209
H  25.655  24.204  -16.589
H  24.648  23.846  -17.994
H  26.972  24.051  -18.669
H  26.715  25.444  -20.619
H  25.929  26.618  -19.670
H  25.050  25.157  -20.188
H  26.678  26.713  -17.682

=====

[4]
C10H38N16O9 | ωB97M-V with the def2-TZVPD basis set

Calculated values
Spin multiplicity: 1
E_tot (a.u.): -1957.37102
Net charge: 0
E_HOMO (eV): -9.04
ΔE to the lowest compared entry with this formula, charge and spin (kJ/mol): 111.4
SMILES string: NC(N)=O.NC(N)=O.NC(N)=O.NC(N)=O.NC(N)=O.NC(N)=O.NC(N)=O.NC(N)=O.CCO

Geometry (Å):
C  -0.983  -3.830  1.338
O  0.128  -3.750  0.834
N  -2.083  -4.496  0.888
N  -1.275  -3.316  2.582
H  -2.685  -4.741  1.655
H  -2.036  -5.163  0.133
H  -0.458  -2.848  2.954
H  -2.120  -2.767  2.661
C  1.684  2.517  -3.090
O  1.606  3.534  -2.411
N  2.776  1.737  -3.153
N  0.633  2.123  -3.890
H  2.702  1.090  -3.919
H  3.616  2.030  -2.686
H  0.728  1.345  -4.516
H  -0.016  2.887  -3.996
C  -4.197  -0.501  1.889
O  -5.135  -0.343  1.115
N  -4.147  -1.585  2.708
N  -3.136  0.324  1.966
H  -3.745  -1.444  3.622
H  -4.970  -2.159  2.609
H  -3.101  1.034  1.254
H  -2.387  0.031  2.566
C  4.073  4.072  0.420
O  4.297  5.206  0.012
N  3.001  3.351  -0.003
N  4.566  3.528  1.579
H  2.877  2.424  0.362
H  2.365  3.714  -0.711
H  4.485  2.548  1.811
H  5.112  4.072  2.225
C  -3.494  -2.271  -2.796
O  -2.958  -3.378  -2.954
N  -3.777  -1.750  -1.597
N  -3.846  -1.504  -3.847
H  -4.266  -0.874  -1.580
H  -3.646  -2.382  -0.825
H  -4.363  -0.652  -3.731
H  -3.537  -1.765  -4.766
C  1.132  -4.337  -2.733
O  1.397  -4.445  -3.928
N  2.001  -4.435  -1.716
N  -0.088  -4.002  -2.282
H  2.868  -4.877  -1.975
H  1.666  -4.490  -0.767
H  -0.096  -3.380  -1.487
H  -0.723  -3.696  -3.008
C  -1.127  4.724  -0.610
O  -1.447  5.202  -1.698
N  -1.240  3.435  -0.226
N  -0.843  5.548  0.418
H  -1.339  2.805  -1.005
H  -1.179  3.096  0.714
H  -0.672  6.502  0.145
H  -0.378  5.179  1.231
C  3.482  0.837  3.575
O  3.998  0.671  2.450
N  2.197  0.547  3.848
N  4.228  1.220  4.646
H  1.561  0.210  3.148
H  1.955  0.591  4.822
H  5.179  1.045  4.350
H  3.854  1.125  5.572
C  -0.760  -0.499  -0.419
C  0.671  -0.781  -0.021
O  0.886  -0.521  1.349
H  -1.438  -1.279  -0.065
H  -0.938  -0.261  -1.465
H  -1.120  0.395  0.093
H  1.261  -0.123  -0.667
H  0.940  -1.783  -0.363
H  1.821  -0.270  1.362

=====

[5]
C10H38N6O8 | ωB97M-V with the def2-TZVPD basis set

Calculated values
Spin multiplicity: 1
E_tot (a.u.): -1334.20898
Net charge: 0
E_HOMO (eV): -8.52
ΔE to the lowest compared entry with this formula, charge and spin (kJ/mol): 208.1
SMILES string: COC[C@H](C)N.COC[C@H](C)N.NC(N)=O.NC(N)=O.O.O.O.O

Geometry (Å):
C  1.506  2.205  1.994
C  1.794  1.690  0.493
C  1.758  2.797  -0.544
O  2.468  3.955  -0.203
C  2.349  4.961  -1.198
N  3.109  1.036  0.432
H  2.049  1.711  2.800
H  0.472  1.979  2.253
H  1.638  3.287  2.015
H  1.155  0.833  0.281
H  0.702  3.043  -0.660
H  1.949  2.380  -1.533
H  1.303  5.186  -1.405
H  2.914  4.806  -2.117
H  2.662  5.956  -0.880
H  3.087  0.311  -0.270
H  3.297  0.548  1.296
C  -0.985  -1.877  6.249
C  -1.863  -0.864  5.531
C  -1.937  -1.233  4.042
O  -0.712  -1.117  3.322
C  -0.809  -1.106  1.843
N  -3.145  -0.872  6.192
H  0.047  -1.786  5.910
H  -1.240  -2.912  6.023
H  -0.959  -1.805  7.336
H  -1.428  0.113  5.740
H  -2.553  -0.487  3.539
H  -2.298  -2.216  3.739
H  -1.645  -1.657  1.412
H  0.106  -1.557  1.457
H  -0.634  -0.088  1.494
H  -3.735  -0.283  5.621
H  -3.469  -1.825  6.276
O  -0.870  -3.500  -0.428
H  -1.678  -3.320  0.053
H  -0.311  -3.952  0.203
O  -0.722  -4.021  -3.297
H  0.051  -3.602  -3.677
H  -0.649  -3.852  -2.357
O  3.577  -1.589  -2.160
H  2.757  -1.678  -1.674
H  3.363  -1.880  -3.046
O  1.058  -1.471  -1.204
H  0.499  -2.234  -1.055
H  0.452  -0.776  -1.461
C  -1.638  1.444  -1.984
O  -0.730  0.662  -2.039
N  -2.098  1.954  -0.896
N  -2.260  1.988  -2.977
H  -2.591  2.832  -0.823
H  -1.627  1.591  -0.080
H  -2.171  1.291  -3.701
H  -3.110  2.503  -2.792
C  0.392  -1.366  -5.143
O  0.830  -2.279  -4.510
N  0.247  -0.121  -4.615
N  0.106  -1.441  -6.360
H  0.087  0.636  -5.264
H  -0.026  -0.036  -3.647
H  0.172  -2.360  -6.773
H  -0.063  -0.535  -6.774

=====

[6]
C10H39FN19O9 | ωB97M-V with the def2-TZVPD basis set

Calculated values
Spin multiplicity: 1
E_tot (a.u.): -2222.06791
Net charge: -1
E_HOMO (eV): -0.46

Geometry (Å):
C  -1.657  0.014  -0.070
N  -0.633  -0.230  -1.167
F  -1.277  -1.014  -2.065
H  -1.985  1.138  -0.150
H  -2.589  -0.667  -0.263
H  -1.114  -0.224  0.949
C  -3.623  -3.589  -0.201
O  -3.674  -2.409  -0.510
N  -4.235  -4.082  0.890
N  -2.950  -4.501  -0.925
H  -4.204  -5.050  1.161
H  -4.753  -3.428  1.463
H  -2.475  -4.172  -1.755
H  -2.896  -5.477  -0.687
C  0.542  3.001  1.023
O  -0.641  2.728  1.156
N  1.321  2.425  0.089
N  1.172  3.903  1.797
H  2.296  2.637  -0.036
H  0.886  1.741  -0.515
H  0.622  4.360  2.513
H  2.145  4.141  1.703
C  4.656  5.919  1.692
O  4.187  4.850  1.337
N  4.455  6.431  2.920
N  5.417  6.683  0.886
H  4.833  7.310  3.230
H  3.888  5.888  3.557
H  5.593  6.334  -0.047
H  5.812  7.567  1.160
C  4.603  2.388  -2.373
O  4.804  3.565  -2.628
N  4.629  1.426  -3.313
N  4.338  1.948  -1.130
H  4.466  0.452  -3.123
H  4.825  1.715  -4.263
H  4.309  2.640  -0.393
H  4.170  0.983  -0.901
C  3.925  -1.920  -0.151
O  3.497  -1.452  -1.194
N  4.756  -2.977  -0.115
N  3.603  -1.421  1.056
H  5.119  -3.376  0.734
H  5.024  -3.383  -1.002
H  2.979  -0.625  1.074
H  3.945  -1.793  1.926
C  -2.649  1.753  -4.878
O  -3.077  2.221  -5.921
N  -1.817  0.696  -4.842
N  -2.970  2.252  -3.671
H  -1.454  0.297  -3.993
H  -1.550  0.291  -5.730
H  -3.594  3.048  -3.653
H  -2.628  1.880  -2.801
C  -6.742  -7.454  0.751
O  -5.727  -7.619  0.094
N  -7.381  -6.272  0.817
N  -7.314  -8.438  1.468
H  -8.218  -6.116  1.352
H  -6.984  -5.504  0.291
H  -6.864  -9.344  1.445
H  -8.150  -8.321  2.015
C  -6.255  3.949  -1.286
O  -6.522  4.745  -0.400
N  -5.932  4.332  -2.534
N  -6.259  2.618  -1.093
H  -5.709  3.691  -3.277
H  -5.917  5.326  -2.722
H  -6.496  2.287  -0.167
H  -6.041  1.946  -1.810
C  5.608  -2.766  4.342
O  4.641  -2.607  3.614
N  6.246  -1.742  4.937
N  6.122  -3.978  4.615
H  7.043  -1.852  5.540
H  5.891  -0.811  4.758
H  5.671  -4.777  4.188
H  6.917  -4.129  5.213

=====

[7]
C10H3CuF9N3O4 | ωB97M-V with the def2-TZVPD basis set

Calculated values
Expectation value of S²: 0.807
Spin multiplicity: 2
E_tot (a.u.): -3386.41942
Net charge: +1
E_HOMO (spin up / spin down) (eV): -15.03 / -14.78

Geometry (Å):
C  3.281  -0.025  1.114
C  2.084  0.255  -0.021
C  1.855  1.912  0.031
N  1.298  3.066  -0.273
O  2.658  -0.178  -1.309
N  2.937  1.006  -1.942
O  2.765  0.880  -3.152
C  0.670  -0.550  0.368
C  0.075  0.251  1.685
N  -0.339  0.854  2.767
C  1.066  -2.074  0.932
O  1.979  -2.872  0.372
O  0.412  -2.599  2.176
C  -0.384  -0.642  -0.896
F  -0.199  0.472  -1.901
F  0.025  -1.883  -1.659
C  -1.947  -0.890  -0.474
F  -2.563  -1.650  -1.627
F  -2.096  -1.831  0.700
C  -2.858  0.453  -0.289
F  -2.118  1.712  -0.064
F  -3.682  0.650  -1.527
C  -3.963  0.348  0.962
F  -3.280  0.326  2.309
F  -4.874  1.547  0.838
F  -4.861  -0.838  0.815
H  4.130  0.768  0.854
H  2.925  0.224  2.206
H  3.777  -1.078  1.000
Cu  1.226  2.386  -3.994